102
Properties=species:S:1:pos:R:3 method="wB97M-V/def2-TZVPD" lumo_energy_ev=-1.9 smiles="C[C@H](Br)CC1=C(CC[C@@](F)(Br)C(F)(F)Br)C(=O)OC1=O.O=C1C=CC(=O)C=C1.O=C1C=CC(=O)C=C1.O=C1C=CC(=O)C=C1.O=C1C=CC(=O)C=C1.O=C1C=CC(=O)C=C1.O=C1C=CC(=O)C=C1" e_above_lowest_kcal_mol=18.38 gap_ev=8.29
C -2.5811 -1.0422 3.1626
C -3.2853 -0.5345 1.9106
Br -4.3903 1.0258 2.3796
C -4.1983 -1.5699 1.1803
C -4.2022 -2.9412 1.7643
C -3.3489 -3.9231 1.5994
C -2.0958 -3.9511 0.7581
C -0.8897 -4.2866 1.6942
C 0.4467 -3.7545 1.1927
F 1.4434 -4.5303 1.7095
Br 0.6359 -3.8516 -0.7446
C 0.7653 -2.3304 1.7138
F 1.9397 -1.9708 1.2002
F -0.1250 -1.4515 1.3229
Br 0.9817 -2.2898 3.6500
C -3.7621 -5.1693 2.3402
O -3.2009 -6.1567 2.4524
O -5.0139 -4.8857 2.8391
C -5.2627 -3.5497 2.6746
O -6.1545 -2.9964 3.1371
H -2.1037 -2.0118 3.0414
H -1.7820 -0.3272 3.3909
H -3.2222 -1.0387 4.0478
H -2.5473 -0.1785 1.1982
H -5.2248 -1.2008 1.2253
H -3.9180 -1.6160 0.1250
H -2.1808 -4.7192 -0.0123
H -1.9572 -3.0031 0.2336
H -0.8759 -5.3573 1.8933
H -1.1214 -3.8128 2.6549
C 4.4809 -5.7883 2.2612
C 5.5014 -4.9446 2.3933
C 6.8164 -5.3997 2.9053
O 7.7461 -4.6301 3.0276
C 6.9512 -6.8332 3.2634
C 5.9314 -7.6777 3.1317
C 4.6155 -7.2219 2.6193
O 3.6865 -7.9915 2.4975
H 3.5151 -5.4724 1.8898
H 5.4218 -3.8956 2.1366
H 7.9187 -7.1468 3.6346
H 6.0110 -8.7265 3.3886
C -2.7901 4.2050 -1.5383
C -3.4140 3.0306 -1.4977
C -2.7204 1.8090 -1.0235
O -3.2878 0.7370 -0.9854
C -1.3078 1.9458 -0.5963
C -0.6849 3.1191 -0.6399
C -1.3769 4.3392 -1.1116
O -0.8047 5.4104 -1.1422
H -3.2783 5.1090 -1.8798
H -4.4455 2.9113 -1.8036
H -0.8183 1.0431 -0.2511
H 0.3466 3.2382 -0.3328
C 5.1129 -1.0601 -1.7239
C 3.8054 -1.3070 -1.7006
C 3.0140 -1.3776 -2.9527
O 1.8212 -1.6011 -2.9310
C 3.7347 -1.1644 -4.2313
C 5.0419 -0.9174 -4.2550
C 5.8348 -0.8465 -3.0025
O 7.0260 -0.6234 -3.0236
H 5.7080 -1.0040 -0.8210
H 3.2617 -1.4665 -0.7785
H 3.1395 -1.2208 -5.1340
H 5.5849 -0.7584 -5.1779
C -5.7892 -3.5635 -2.1688
C -6.7994 -3.0086 -2.8333
C -6.5860 -2.3445 -4.1433
O -7.5051 -1.8368 -4.7488
C -5.2037 -2.3251 -4.6827
C -4.1941 -2.8802 -4.0174
C -4.4086 -3.5433 -2.7092
O -3.4879 -4.0506 -2.1016
H -5.9242 -4.0519 -1.2114
H -7.8140 -3.0138 -2.4554
H -5.0679 -1.8369 -5.6393
H -3.1790 -2.8751 -4.3941
C 1.0142 8.1404 -1.8892
C 1.4172 7.4856 -2.9743
C 2.4627 8.0436 -3.8655
O 2.8301 7.4485 -4.8568
C 3.0428 9.3596 -3.4985
C 2.6395 10.0143 -2.4125
C 1.5933 9.4546 -1.5219
O 1.2258 10.0490 -0.5297
H 0.2518 7.7470 -1.2287
H 1.0050 6.5247 -3.2553
H 3.8052 9.7504 -4.1605
H 3.0504 10.9750 -2.1290
C -0.2390 6.0396 2.1900
C 0.7836 6.8790 2.3364
C 2.0700 6.4281 2.9223
O 3.0028 7.1898 3.0587
C 2.1720 5.0059 3.3364
C 1.1492 4.1678 3.1892
C -0.1363 4.6190 2.6038
O -1.0685 3.8524 2.4653
H -1.1852 6.3493 1.7646
H 0.7276 7.9190 2.0387
H 3.1185 4.6956 3.7608
H 1.2050 3.1276 3.4856